(1)
A molecular structure, C19H21Br4GeO2SeTc. Source: the OMol25 dataset; level of theory: the ωB97M-V functional and the def2-TZVPD basis.

Geometry as XYZ:
```
49
Properties=species:S:1:pos:R:3:forces:R:3:mulliken_spin:R:1
Tc 0.7607 -1.0204 -1.0938 0.944 -0.942 -1.022 3.370
Br -1.6221 -7.5861 -0.8475 -0.059 0.130 0.202 0.000
C -0.4344 -6.1184 -0.6827 -0.751 0.333 0.122 -0.004
C 0.9117 -6.2778 -0.8577 1.020 -0.114 -0.166 0.011
Br 1.5836 -8.0209 -1.0015 0.469 -0.453 -0.080 0.001
C 1.7992 -5.1920 -0.9556 -0.376 1.120 -0.274 0.009
Br 3.6576 -5.3687 -1.2636 -0.139 -0.110 0.059 0.001
C 1.2965 -3.8642 -0.9561 0.081 -2.072 0.353 0.004
O 1.9674 -2.7802 -1.1682 0.326 0.579 -0.227 0.048
C -0.0791 -3.7396 -0.6441 -0.306 0.637 -0.150 -0.006
O -0.4721 -2.4751 -0.5873 -1.285 -0.157 0.438 0.082
C -0.9353 -4.8223 -0.5000 0.428 0.056 -0.157 0.012
Br -2.7425 -4.5023 -0.1011 -0.109 0.183 -0.008 0.002
C -2.8047 -0.1447 1.3503 -0.220 -0.749 -0.442 0.000
Ge -0.8910 -0.2063 1.7191 -0.499 -0.800 0.734 0.013
C -0.5311 1.2227 2.9662 -0.089 0.603 -0.076 0.001
C -0.3997 -1.8841 2.6290 0.181 0.121 0.251 -0.004
C 0.2100 0.0845 0.2377 0.638 0.299 -0.413 -0.582
H -3.2603 0.3073 2.2181 -0.410 -0.002 0.311 0.001
H -3.1928 -1.1644 1.1866 0.115 0.322 0.271 -0.001
H -3.1155 0.4175 0.4729 0.296 0.241 -0.083 0.001
H 0.1157 0.8737 3.7561 -0.027 -0.152 0.487 0.000
H -1.5294 1.5012 3.3307 0.515 0.363 0.277 -0.001
H 0.0036 2.0583 2.4974 -0.442 0.002 0.008 0.000
H -0.4843 -1.7908 3.7279 -0.022 0.048 -0.457 0.001
H 0.6620 -2.1313 2.3918 -0.914 -0.088 0.010 0.000
H -1.1209 -2.6356 2.2929 0.496 -0.227 -0.013 -0.002
H 0.8700 0.9278 0.3976 0.287 0.497 -0.065 -0.020
C -0.6863 4.8375 1.0153 0.893 1.954 -1.197 0.000
C -0.0664 4.0351 -0.1123 -0.188 -0.270 0.093 0.013
C -0.9091 3.2991 -0.9285 1.978 -0.650 -0.677 -0.018
C -0.4104 2.3419 -1.8458 1.621 0.232 1.161 0.034
C -1.3549 1.5765 -2.6579 -0.334 -0.350 -1.898 0.022
C 0.9896 2.0510 -1.8635 -0.094 1.889 0.382 -0.018
Se 1.7893 0.5938 -2.8164 -0.376 -0.253 0.329 0.034
C 1.8504 2.9192 -1.1237 -0.197 -0.470 -0.458 0.023
C 3.3789 2.9003 -1.1351 -1.802 -1.591 -1.116 0.003
C 1.3062 3.8751 -0.2954 -0.604 0.335 0.917 -0.010
H -0.7384 4.2477 1.8918 -0.358 -0.692 0.964 0.001
H -1.6836 5.2436 0.7340 0.601 -0.401 0.283 0.000
H -0.0282 5.7136 1.2804 -0.628 -0.700 -0.278 0.000
H -1.9352 3.4690 -0.7966 -1.497 -0.068 -0.180 0.001
H -2.2570 2.1887 -2.7290 -0.210 -0.446 -0.282 0.002
H -1.5812 0.5800 -2.3007 -0.213 -0.195 0.706 -0.016
H -0.9538 1.3147 -3.6779 -0.304 0.731 0.779 -0.004
H 3.7372 2.1981 -0.3844 0.327 -0.036 -0.163 0.001
H 3.6690 3.8877 -0.9455 0.834 1.329 0.447 0.002
H 3.6667 2.6182 -2.1512 0.481 -0.173 0.334 -0.005
H 1.9945 4.4415 0.3268 -0.082 0.158 -0.039 0.000
```
Positions in Å, forces in eV/Å.

HOMO-LUMO gap (spin up / spin down): 0.255 / 0.272 Ha
highest occupied orbital energy (spin up / spin down): -4.50 / -4.99 eV
2S+1: 4
charge: -1
⟨S²⟩: 3.87
F_max: 2.7 eV/A

---

(2)
2 unconnected molecules or ions with the total composition C6H16N4. Source: the OMol25 dataset; level of theory: the ωB97M-V functional and the def2-TZVPD basis.

Geometry as XYZ:
```
26
Properties=species:S:1:pos:R:3:forces:R:3:lowdin_charge:R:1
C -0.2530 0.4218 2.1146 -0.067 0.135 0.021 -0.198
C -0.7741 -1.6543 -2.1658 -0.105 0.075 0.228 -0.061
C -0.9536 -0.1794 -1.9329 1.529 1.053 -1.420 -0.403
N -0.7935 1.0400 0.9066 -0.701 -0.895 -0.044 -0.016
N -2.0604 0.4383 -1.9261 0.246 0.295 0.145 0.103
H -1.0418 0.3154 0.2064 0.224 0.560 0.758 0.064
H -1.6784 1.5086 1.0764 0.115 0.071 0.171 0.101
H -2.8804 -0.1490 -2.0990 0.267 -0.205 0.235 0.051
H -0.2078 1.1754 2.9083 -0.061 -0.072 -0.011 0.125
H -0.8963 -0.3943 2.4742 0.203 0.060 0.070 0.112
H -0.0560 -1.8307 -2.9644 0.092 0.015 -0.052 0.078
H -0.3674 -2.1156 -1.2624 0.042 -0.067 -0.022 0.076
H -1.7177 -2.1430 -2.4198 0.043 0.025 0.042 0.072
C 0.4841 0.7512 -1.9938 -2.441 -2.170 0.446 -0.264
C 1.5421 -1.2648 2.7650 0.094 0.004 -0.019 -0.059
C 1.1613 -0.1016 1.8973 -0.358 -0.270 0.003 -0.434
N 0.3922 2.0031 -1.3663 -1.330 0.572 2.652 -0.077
N 1.9864 0.3349 1.0528 0.482 0.287 -0.012 0.157
H -0.0903 1.8194 -0.2999 1.623 0.842 -3.265 0.077
H -0.2599 2.5847 -1.8876 0.096 0.021 0.174 0.051
H 1.6762 1.1671 0.5499 -0.283 -0.128 -0.102 0.034
H 1.2342 0.1279 -1.5094 0.213 -0.084 -0.199 0.076
H 0.6546 0.8140 -3.0722 0.180 -0.054 0.079 0.104
H 0.9387 -2.1392 2.5165 -0.065 -0.033 0.043 0.077
H 2.5921 -1.5024 2.6159 -0.002 0.003 0.016 0.075
H 1.3685 -1.0276 3.8158 -0.037 -0.040 0.061 0.080
```
Positions in Å, forces in eV/Å.

HOMO-LUMO gap: 0.327 Ha
highest occupied orbital energy: -8.21 eV
F_max: 3.7 eV/A
SMILES string: [H]/N=C(/C)CN.[H]/N=C(\C)CN

---

(3)
C5H6OS2 in the gas phase. Source: the OMol25 dataset; level of theory: the ωB97M-V functional and the def2-TZVPD basis.

Geometry as XYZ:
```
14
Properties=species:S:1:pos:R:3:forces:R:3:mulliken_spin:R:1
C 0.8373 0.5245 1.7149 0.439 -0.304 0.449 -0.050
C 0.2079 1.2392 0.5745 0.011 0.163 -0.753 0.011
C 1.3990 -0.7241 1.1419 1.039 0.134 1.156 0.910
C 0.3931 0.3274 -0.5924 -0.128 1.431 -0.709 0.822
C -0.6992 -0.3692 -1.2822 0.286 0.035 -0.608 0.035
O 2.0186 -1.6627 -1.2507 0.558 -0.907 -0.848 -0.004
S -0.9745 0.6618 1.8226 -0.009 -0.301 -0.034 0.088
S 2.0622 -0.4142 -0.5055 -2.407 0.238 1.452 0.017
H 1.3485 1.0145 2.5353 0.062 0.148 -0.191 0.033
H 0.2436 2.3145 0.4317 0.109 -0.085 0.164 0.025
H 1.0040 -1.6996 1.3507 0.231 -0.423 0.043 0.034
H -0.3034 -1.2347 -1.8129 -0.075 -0.074 -0.070 0.001
H -1.1523 0.3087 -2.0096 -0.214 -0.088 -0.122 0.049
H -1.4813 -0.6901 -0.5885 0.098 0.033 0.072 0.028
```
Positions in Å, forces in eV/Å.

HOMO-LUMO gap (spin up / spin down): 0.303 / 0.288 Ha
highest occupied orbital energy (spin up / spin down): -7.56 / -9.31 eV
2S+1: 3
⟨S²⟩: 2.01
F_max: 2.8 eV/A

---

(4)
A gas-phase ion, C3H8NO (charge -1). Source: the OMol25 dataset; level of theory: the ωB97M-V functional and the def2-TZVPD basis.

Geometry as XYZ:
```
13
Properties=species:S:1:pos:R:3:forces:R:3:lowdin_charge:R:1
C -0.3473 1.0314 -0.0008 -1.551 1.793 -3.927 -0.363
C -0.2177 -0.3549 0.4520 -0.535 -2.669 1.489 -0.305
C 1.0885 -1.0910 -0.0129 1.847 0.695 1.912 -0.616
O 1.1538 -1.5928 -1.2601 -0.331 0.875 1.792 -0.351
N -1.5278 1.8151 0.4916 0.426 -0.179 -0.303 -0.049
H -0.3697 1.1160 -1.2261 0.062 -0.335 2.945 0.156
H 0.4718 1.6497 0.2988 1.034 -0.019 0.152 0.077
H -0.2807 -0.2273 1.6289 0.243 -0.897 -1.864 0.120
H -0.9261 -1.1884 0.0779 -0.057 1.929 0.596 0.117
H 1.3096 -1.8111 0.9314 -0.412 0.374 -1.611 0.077
H 1.8507 -0.2177 0.3498 -0.177 -1.095 -1.128 0.077
H -2.2977 1.1841 0.4704 -0.917 -0.449 -0.198 0.025
H -1.4349 2.0182 1.4794 0.368 -0.022 0.146 0.034
```
Positions in Å, forces in eV/Å.

HOMO-LUMO gap: 0.253 Ha
highest occupied orbital energy: -2.46 eV
charge: -1
F_max: 4.6 eV/A
SMILES string: NCCC[O-]